1.
Computed, not measured: 2 unconnected molecules or ions with the total composition CH4N2OS in a non-equilibrium geometry, with ωB97M-V with the def2-TZVPD basis set.

Computed properties:
* M: 92.12 Da
* energy: -623.31702 Ha
* HOMO energy: -8.84 eV
* LUMO level: 0.23 eV
* frontier orbital gap: 9.1 eV

Atoms and positions in Å:
C -2.33228 -0.23216 0.05019
N -2.35284 -1.21439 0.64571
N 1.01481 0.12263 -0.93974
O -2.36512 0.76888 -0.49486
S 2.04936 0.25246 0.19928
H 2.90142 1.68306 -0.06024
H -1.74246 -1.88793 1.03056
H 1.49550 -0.48728 -1.67395
H 1.33160 0.99473 1.24304

=====

2.
Computed, not measured: a single CH4N2OS molecule in a non-equilibrium geometry, with ωB97M-V with the def2-TZVPD basis set.

Computed properties:
* structure (SMILES): ON/C=N\S
* M: 92.12 Da
* energy: -623.31060 Ha
* HOMO energy: -8.36 eV
* LUMO level: 0.80 eV
* frontier orbital gap: 9.2 eV

Atoms and positions in Å:
O -1.13579 -1.34003 -0.31894
N -1.25507 -0.12220 0.29442
C -0.28893 0.83543 -0.03701
N 0.99077 0.58348 -0.29699
S 1.95056 -0.67799 0.01152
H -0.66612 -1.69437 0.46502
H -2.13848 0.27132 -0.12078
H -0.47290 1.86426 -0.14540
H 3.01596 0.28009 0.14818

=====

3.
Computed, not measured: 2 unconnected molecules or ions with the total composition CH4N2OS in a non-equilibrium geometry, with ωB97M-V with the def2-TZVPD basis set.

Computed properties:
* M: 92.12 Da
* energy: -623.21556 Ha
* HOMO energy (alpha / beta): -9.39 / -8.60 eV
* LUMO level (alpha / beta): -0.02 / -1.05 eV
* frontier orbital gap (alpha / beta): 9.4 / 7.6 eV

Atoms and positions in Å:
C 0.14697 -1.98399 -0.61223
N 0.24325 1.02337 0.19505
N 0.42910 0.57844 -1.08079
O 0.71930 -4.39993 -1.46212
S 0.55413 -3.00554 -1.84678
H 0.23925 -2.04020 0.37565
H 0.83523 0.51102 0.84190
H -0.74505 1.22470 0.55643
H -0.30188 0.93812 -1.69321

=====

4.
Computed, not measured: a molecular structure, CH4N2OS in a non-equilibrium geometry, with ωB97M-V with the def2-TZVPD basis set.

Computed properties:
* M: 92.12 Da
* energy: -623.26306 Ha
* HOMO energy (alpha / beta): -9.08 / -9.07 eV
* LUMO level (alpha / beta): -0.62 / -0.62 eV
* frontier orbital gap (alpha / beta): 8.5 / 8.5 eV

Atoms and positions in Å:
C -0.37582 1.00182 0.40821
N -0.55247 -0.02661 -0.48618
N 0.89986 -1.21439 -0.38711
O 1.85485 -0.63362 -0.00752
S 0.60825 -2.65211 -0.94876
H 0.58975 1.37607 0.31553
H -1.14539 1.70694 0.05696
H -0.38414 0.90049 1.41890
H -1.49488 -0.45859 -0.37002